C6H8 | ωB97M-V with the def2-TZVPD basis set

Values from the calculation:
- HOMO energy (eV) = -8.5
- calculated total energy (eV) = -6346.4297
- frontier orbital gap (eV) = 7.9
- energy above the lowest of the compared OMol25 structures with the same formula, charge and spin (kcal per mole) = 100.4
- lowest unoccupied orbital energy (eV) = -0.64

Geometry (Å):
H: -2.66 -0.61 -0.08
H: -1.57 -2.08 -0.15
H: 0.09 1.81 -0.61
C: 1.87 -0.17 0.66
C: -0.61 -0.19 -0.23
H: 1.63 0.64 1.35
H: -0.95 1.66 0.82
H: -1.66 1.60 -0.79
C: 2.02 0.22 -0.75
H: 2.55 -0.89 1.09
H: 0.93 -1.66 -0.64
C: 0.82 -0.62 -0.32
C: -1.67 -1.01 -0.14
C: -0.79 1.31 -0.20

Mulliken atomic charge list, values in e, 5 entries:
1 H 0.2840
2 H 0.2854
3 H 0.3155
4 C -0.3616
5 C 0.8922

---

C6H82N5O38 | ωB97M-V with the def2-TZVPD basis set

Values from the calculation:
- net charge = +1
- HOMO energy (eV) = -12.3
- calculated total energy (eV) = -92802.4574
- frontier orbital gap (eV) = 9.5
- lowest unoccupied orbital energy (eV) = -2.85

Geometry (Å):
H: -9.50 1.49 0.50
H: -0.49 -1.33 -1.37
O: 3.80 7.70 5.21
H: 0.26 1.27 -1.73
H: 2.23 -8.83 4.67
N: 0.60 3.33 -0.17
O: -0.25 5.26 3.55
H: -0.19 -1.72 -5.34
H: -1.52 10.01 2.80
O: 3.01 -9.39 4.76
H: 5.47 -3.82 -5.56
H: -4.09 2.18 4.58
H: -6.67 2.70 -3.80
H: -12.02 -1.49 5.04
O: 6.75 -0.45 0.50
O: 0.54 -1.54 -4.74
N: 4.39 0.37 -0.44
H: -10.46 2.36 -0.30
O: -3.99 3.73 1.22
H: -8.21 2.19 -1.85
O: -2.80 -1.90 -2.36
O: -4.90 1.78 4.23
O: -2.49 3.59 4.98
H: 9.09 1.87 2.27
O: 1.89 -1.64 0.12
H: 1.30 -1.42 -5.32
C: 2.05 -0.65 -2.17
O: -1.15 2.19 0.98
H: -12.99 -0.63 4.25
H: 0.11 0.61 -4.18
O: 0.46 8.15 5.49
H: -3.89 1.33 -0.54
O: 8.38 1.76 1.63
H: -1.24 11.37 2.19
O: -1.18 7.79 2.87
H: 3.53 -4.36 -4.22
H: -5.21 1.22 4.94
H: 9.25 -2.02 -3.70
H: -3.17 -2.66 -1.91
H: -0.08 8.21 4.69
H: 4.09 6.92 4.73
H: 1.45 2.37 -6.86
H: 4.77 0.29 0.49
H: -0.14 -5.40 0.80
H: -0.74 4.70 2.94
H: 4.35 -3.57 -3.23
H: -3.42 3.06 0.83
O: -6.82 -2.32 -2.72
H: 2.25 -2.74 -1.57
H: -0.15 -2.85 -0.52
O: 0.18 -4.78 0.12
O: -12.05 -0.78 4.40
H: 7.33 -1.02 -0.02
C: 3.24 1.01 -0.58
H: 4.54 -6.49 -2.91
H: 3.84 -6.10 -1.62
H: 1.21 -0.44 -2.84
N: 2.22 0.55 -1.34
O: -7.38 2.66 -1.68
H: -3.36 -1.17 -2.08
O: -6.18 2.99 -4.58
O: 2.71 -7.86 7.61
H: 0.84 -0.73 -7.94
H: 2.91 -0.85 -2.82
H: 5.11 -6.14 3.52
H: 3.56 -3.72 1.04
C: 1.58 2.33 -0.44
H: 1.49 0.27 -7.00
H: 6.95 -2.66 1.39
H: 2.24 -8.23 8.37
O: -4.58 1.15 -1.19
H: -5.42 1.62 1.95
H: 4.52 -7.18 2.58
H: 7.73 2.42 1.89
O: 3.52 -3.55 -3.71
H: 7.91 -3.72 1.93
H: -0.05 -2.80 -2.31
H: 4.89 -0.09 -1.19
O: 1.22 2.09 -5.96
H: 1.01 -4.45 0.48
H: 6.90 -3.71 -5.05
H: -2.13 7.89 2.75
O: 3.30 -6.68 0.44
C: -0.32 2.79 0.43
H: -6.88 -2.63 -3.63
O: -0.31 1.39 -3.77
C: 1.63 -1.89 -1.27
H: -10.38 0.09 3.18
H: -6.33 -1.49 -2.79
H: -5.24 1.83 -1.02
H: -7.65 -1.38 -0.55
O: -4.76 0.95 1.77
O: -1.60 10.96 2.97
O: 3.33 -3.99 1.94
H: -7.76 0.08 -0.14
H: -1.61 3.89 4.72
O: -8.24 -0.76 -0.12
N: 1.17 1.36 -1.28
H: -3.00 3.64 4.16
H: 3.86 -3.42 2.50
N: 2.81 2.18 0.01
O: 3.95 2.32 -3.76
H: 3.73 -8.84 4.43
H: -3.81 4.53 0.71
H: 0.65 5.26 3.20
H: 3.35 7.34 5.99
O: 6.01 -3.97 -4.78
O: -9.52 2.21 -0.16
H: 2.93 -8.63 7.07
H: 7.89 -1.44 -4.07
H: 1.22 -1.00 0.41
O: 7.61 -3.30 1.11
H: 7.24 0.38 0.56
H: 1.79 2.63 -5.40
H: -7.63 3.31 -1.02
H: 2.46 -7.13 0.24
C: 0.14 -2.23 -1.39
O: 1.69 -0.32 -7.73
H: -9.63 -0.41 1.96
O: -9.89 0.40 2.41
H: 1.33 8.47 5.22
H: -4.07 1.13 2.41
H: -5.93 2.18 -5.03
H: 3.07 -6.09 1.17
O: 4.60 -6.96 3.52
O: 8.53 -2.11 -4.33
H: -1.10 7.05 3.50
H: 3.64 1.71 -3.08
H: 4.78 2.66 -3.42
H: -0.11 2.11 -4.38
O: 4.31 -5.73 -2.37

Mulliken atomic charge list, values in e, 5 entries:
1 H 0.3161
2 H 0.3427
3 O -0.6396
4 H 0.2891
5 H 0.3148